Entry 1:
{
  "formula": "C24H26BrN6O4S3Ti",
  "method": "ωB97M-V with the def2-TZVPD basis set",
  "symbols": ["Ti", "O", "C", "C", "C", "C", "C", "C", "C", "O", "N", "N", "C", "C", "Br", "C", "C", "C", "C", "C", "C", "C", "H", "H", "H", "H", "H", "H", "H", "H", "H", "H", "H", "H", "H", "H", "S", "C", "S", "C", "C", "N", "C", "N", "C", "S", "C", "O", "H", "H", "H", "H", "H", "H", "C", "N", "C", "N", "O", "H", "H", "H", "H", "H", "H"],
  "xyz": [[0.204, -0.846, 0.099], [-4.014, 1.895, -1.680], [-3.612, 1.117, -2.720], [-4.279, 1.258, -3.934], [-3.921, 0.488, -5.023], [-2.891, -0.432, -4.922], [-2.214, -0.566, -3.723], [-2.563, 0.198, -2.619], [-1.837, -0.011, -1.304], [-0.720, -0.788, -1.402], [-1.436, 1.289, -0.710], [-0.261, 1.135, 0.033], [0.351, 2.270, 0.339], [1.522, 2.383, 1.084], [2.296, 0.660, 1.575], [2.236, 3.497, 1.441], [1.865, 4.875, 1.296], [2.907, 5.807, 1.169], [2.647, 7.145, 0.989], [1.339, 7.607, 0.968], [0.299, 6.710, 1.156], [0.549, 5.360, 1.311], [-3.562, 1.633, -0.867], [-5.077, 1.982, -3.990], [-4.455, 0.606, -5.954], [-2.618, -1.034, -5.777], [-1.408, -1.279, -3.620], [-2.559, -0.489, -0.588], [-1.331, 2.009, -1.433], [-0.056, 3.202, -0.056], [3.230, 3.325, 1.830], [3.925, 5.447, 1.192], [3.468, 7.836, 0.873], [1.143, 8.661, 0.840], [-0.716, 7.076, 1.192], [-0.270, 4.681, 1.499], [-0.689, -3.211, -0.113], [-1.596, -2.758, 1.285], [-1.495, -1.087, 1.778], [-2.343, -3.678, 1.991], [-3.099, -3.355, 3.125], [-3.721, -3.148, 4.071], [-2.353, -5.028, 1.607], [-2.325, -6.141, 1.318], [1.906, -3.187, -2.469], [2.172, -2.765, -0.722], [4.005, -2.785, -0.785], [1.895, -1.281, -0.746], [2.468, -2.495, -3.084], [0.841, -3.052, -2.633], [2.189, -4.215, -2.655], [4.341, -3.775, -1.073], [4.369, -2.545, 0.209], [4.349, -2.036, -1.488], [1.159, -4.983, 2.166], [0.992, -3.902, 3.114], [1.038, -2.594, 2.814], [0.889, -1.748, 3.866], [1.278, -2.165, 1.668], [0.860, -5.906, 2.653], [0.522, -4.831, 1.291], [2.199, -5.049, 1.842], [0.766, -4.157, 4.059], [0.425, -2.067, 4.699], [0.781, -0.766, 3.653]],
  "lowdin_charge": [0.5256, 0.0641, -0.2723, -0.0144, -0.0863, -0.0880, -0.0193, -0.0930, -0.4261, -0.3287, 0.0168, -0.1234, -0.1625, -0.5300, 0.9383, -0.0880, -0.2272, -0.0360, -0.0792, -0.0776, -0.0745, -0.0357, 0.0892, 0.1159, 0.1025, 0.0994, 0.1114, 0.1287, 0.1492, 0.1308, 0.0993, 0.1128, 0.1054, 0.1045, 0.1070, 0.1103, 0.7013, -0.9929, 0.6871, -0.3954, -0.2675, 0.1473, -0.2788, 0.1563, -0.2014, 0.8537, -0.1978, -0.6509, 0.0655, 0.0401, 0.0653, 0.0583, 0.0537, 0.0597, -0.0664, 0.0513, -0.6282, 0.1704, -0.2862, 0.0928, 0.0153, 0.0823, 0.1434, 0.1122, 0.0608],
  "e_lumo_ev": [-1.14, -1.25],
  "max_force_ev_per_a": 3.47,
  "spin_multiplicity": 2,
  "e_above_lowest_kcal_mol": 48.6
}



Entry 2:
{
  "formula": "C24H26CeCl5NO5S",
  "method": "ωB97M-V with the def2-TZVPD basis set",
  "symbols": ["Ce", "C", "C", "C", "C", "C", "C", "C", "C", "C", "C", "H", "H", "H", "H", "H", "H", "H", "H", "H", "H", "H", "H", "H", "H", "H", "Cl", "C", "C", "C", "Cl", "C", "Cl", "C", "Cl", "C", "Cl", "O", "C", "C", "C", "C", "C", "C", "C", "C", "N", "H", "H", "H", "H", "H", "H", "H", "H", "H", "H", "H", "O", "S", "O", "O", "O"],
  "xyz": [[0.851, 0.922, -0.199], [-1.603, 1.302, 1.156], [-0.484, 1.713, 1.929], [-0.048, 2.960, 1.327], [-0.820, 3.157, 0.118], [-1.777, 2.113, 0.008], [-2.850, 1.928, -1.071], [-0.901, 4.407, -0.712], [0.987, 3.905, 1.830], [-0.065, 1.188, 3.268], [-2.582, 0.282, 1.538], [-2.839, 0.924, -1.474], [-2.622, 2.588, -1.940], [-3.884, 2.261, -0.691], [-1.998, 4.646, -0.873], [-0.463, 4.222, -1.683], [-0.328, 5.203, -0.228], [1.456, 4.487, 1.044], [1.719, 3.413, 2.493], [0.561, 4.696, 2.484], [-0.870, 1.444, 4.054], [0.814, 1.762, 3.587], [0.083, 0.146, 3.238], [-3.015, -0.224, 0.646], [-3.419, 0.672, 2.195], [-2.158, -0.568, 2.141], [2.386, -1.118, 2.471], [3.314, 0.311, 2.154], [3.088, 0.858, 0.897], [3.860, 1.918, 0.371], [3.607, 2.620, -1.154], [4.690, 2.570, 1.223], [5.278, 4.081, 0.835], [5.006, 1.959, 2.511], [5.923, 2.921, 3.616], [4.420, 0.750, 2.881], [4.968, -0.261, 4.229], [1.117, -1.941, -0.739], [1.015, -3.357, -0.960], [0.303, -3.964, 0.265], [-1.266, -3.837, 0.225], [-1.929, -3.859, -1.134], [-2.520, -5.016, -1.627], [-3.160, -4.986, -2.827], [-3.082, -3.817, -3.644], [-2.474, -2.714, -3.030], [-2.094, -2.669, -1.725], [1.506, -1.519, -1.560], [2.010, -3.768, -1.019], [0.563, -3.626, -1.884], [0.832, -3.500, 1.075], [0.617, -5.041, 0.291], [-1.528, -2.939, 0.798], [-1.782, -4.576, 0.806], [-2.586, -5.910, -0.972], [-3.802, -5.820, -3.172], [-3.406, -3.719, -4.695], [-2.434, -1.766, -3.548], [1.093, 1.503, -4.060], [0.784, 0.436, -3.119], [0.389, -0.825, -3.729], [1.875, 0.192, -2.112], [-0.325, 0.882, -2.125]],
  "lowdin_charge": [1.1997, -0.3260, -0.3493, -0.3069, -0.2921, -0.2698, -0.0404, -0.0262, -0.0492, -0.0522, -0.0513, 0.0601, 0.0798, 0.1020, 0.1005, 0.0767, 0.0709, 0.0716, 0.0776, 0.0883, 0.1111, 0.0739, 0.0170, 0.0819, 0.0987, 0.0809, 0.7274, -0.7085, -0.2801, -0.7404, 0.8010, -0.7719, 0.7105, -0.6708, 0.6456, -0.6632, 0.6163, -0.1361, -0.2297, -0.1337, -0.1187, -0.3077, -0.0621, -0.0959, -0.0566, -0.1151, 0.1419, 0.0666, 0.1100, 0.1049, 0.0787, 0.1166, 0.1048, 0.0882, 0.1204, 0.1055, 0.1023, 0.1027, -0.3185, 0.3367, -0.3256, -0.5138, -0.4591],
  "e_lumo_ev": [2.31, 2.31],
  "max_force_ev_per_a": 3.29,
  "charge": -1,
  "spin_multiplicity": 2
}



Entry 3:
{
  "formula": "C24H26ClN3O4",
  "method": "ωB97M-V with the def2-TZVPD basis set",
  "symbols": ["C", "C", "C", "C", "N", "C", "O", "C", "C", "C", "C", "O", "O", "C", "C", "O", "N", "C", "C", "C", "C", "C", "C", "Cl", "C", "N", "C", "C", "C", "C", "C", "C", "H", "H", "H", "H", "H", "H", "H", "H", "H", "H", "H", "H", "H", "H", "H", "H", "H", "H", "H", "H", "H", "H", "H", "H", "H", "H"],
  "xyz": [[-0.529, -5.981, -1.410], [0.258, -4.699, -1.172], [0.512, -3.958, -2.482], [1.258, -2.631, -2.312], [0.472, -1.657, -1.572], [-0.472, -0.979, -2.321], [-0.619, -1.203, -3.512], [-1.244, 0.036, -1.591], [-2.240, 0.835, -2.374], [-3.652, 0.648, -1.803], [-3.736, 1.095, -0.361], [-4.110, 0.415, 0.555], [-3.374, 2.383, -0.242], [-3.437, 2.976, 1.045], [-2.082, 3.489, 1.547], [-2.032, 4.356, 2.390], [-1.027, 2.869, 0.972], [0.329, 3.042, 1.256], [0.800, 3.802, 2.322], [2.159, 3.872, 2.568], [3.090, 3.192, 1.793], [4.555, 3.252, 2.083], [2.595, 2.449, 0.724], [3.683, 1.556, -0.285], [1.247, 2.384, 0.440], [-1.109, 0.257, -0.331], [-0.213, -0.476, 0.395], [-0.119, -0.233, 1.770], [0.808, -0.902, 2.529], [1.654, -1.827, 1.921], [1.563, -2.099, 0.576], [0.622, -1.436, -0.222], [-1.493, -5.758, -1.861], [-0.702, -6.503, -0.472], [0.015, -6.645, -2.078], [-0.301, -4.059, -0.484], [1.211, -4.946, -0.698], [1.102, -4.590, -3.148], [-0.439, -3.753, -2.977], [2.222, -2.774, -1.827], [1.423, -2.201, -3.305], [-1.977, 1.894, -2.332], [-2.211, 0.499, -3.411], [-4.354, 1.246, -2.386], [-3.950, -0.400, -1.852], [-4.129, 3.822, 1.005], [-3.818, 2.240, 1.766], [-1.230, 2.111, 0.316], [0.103, 4.331, 2.949], [2.510, 4.466, 3.398], [4.944, 2.252, 2.274], [5.095, 3.656, 1.227], [4.751, 3.877, 2.949], [0.909, 1.819, -0.414], [-0.793, 0.484, 2.211], [0.885, -0.712, 3.588], [2.391, -2.347, 2.514], [2.225, -2.834, 0.151]],
  "lowdin_charge": [-0.1098, -0.2684, -0.1757, -0.1277, 0.0533, -0.3467, 0.0738, -0.1484, -0.0970, -0.0615, -0.5106, 0.1173, -0.0051, -0.0518, -0.4332, 0.0759, 0.1459, -0.2168, 0.0024, -0.0293, -0.3041, -0.0775, -0.6054, 0.7011, -0.0583, 0.1647, -0.2012, -0.0072, -0.0661, -0.0633, -0.0205, -0.1278, 0.0742, 0.0698, 0.0722, 0.1060, 0.1068, 0.1211, 0.1145, 0.1185, 0.1285, 0.1304, 0.1168, 0.1310, 0.1328, 0.1432, 0.1372, 0.1008, 0.1011, 0.1132, 0.0752, 0.0764, 0.0758, 0.1006, 0.1180, 0.1069, 0.1084, 0.0993],
  "e_lumo_ev": -0.47,
  "max_force_ev_per_a": 0.96,
  "smiles": "CCCCn1c(=O)c(CCC(=O)OCC(=O)Nc2ccc(C)c(Cl)c2)nc2ccccc21",
  "e_above_lowest_kcal_mol": 0.0
}



Entry 4:
{
  "formula": "C24H26ClN3Re",
  "method": "ωB97M-V with the def2-TZVPD basis set",
  "symbols": ["C", "C", "C", "C", "Cl", "H", "H", "H", "H", "H", "H", "H", "H", "H", "C", "C", "C", "H", "C", "C", "H", "H", "H", "H", "C", "C", "C", "H", "C", "C", "H", "H", "H", "H", "Re", "N", "C", "C", "C", "C", "C", "C", "C", "N", "C", "C", "N", "C", "H", "H", "H", "H", "H", "H", "H"],
  "xyz": [[0.283, 0.789, -7.034], [1.659, 1.303, -7.044], [0.041, -0.616, -7.389], [-0.835, 1.740, -7.078], [0.144, 0.274, -3.508], [0.029, -0.767, -8.485], [-0.931, -0.984, -7.022], [0.820, -1.292, -6.999], [1.994, 1.563, -8.066], [2.389, 0.568, -6.664], [1.773, 2.222, -6.446], [-1.034, 2.092, -8.108], [-0.645, 2.646, -6.480], [-1.780, 1.299, -6.721], [1.680, -0.916, 0.637], [1.048, -2.037, 0.012], [1.478, -2.050, -1.348], [0.437, -2.782, 0.489], [2.360, -0.923, -1.534], [2.479, -0.228, -0.288], [3.088, 0.624, -0.086], [1.612, -0.668, 1.703], [1.244, -2.795, -2.084], [2.856, -0.669, -2.446], [-1.878, 0.879, 0.191], [-1.747, -0.463, 0.630], [-2.022, -1.356, -0.434], [-1.523, -0.801, 1.638], [-2.329, -0.540, -1.575], [-2.232, 0.840, -1.191], [-2.435, 1.685, -1.813], [-1.777, 1.761, 0.800], [-2.034, -2.425, -0.401], [-2.614, -0.903, -2.548], [0.014, -0.184, -1.034], [0.010, 1.407, 10.177], [-0.002, 1.085, 9.104], [-0.048, 0.693, 7.716], [-1.197, 1.030, 7.018], [-1.263, 0.805, 5.677], [-0.030, 0.334, 5.275], [1.099, -0.149, 5.825], [1.108, 0.099, 7.184], [-0.187, 0.123, 3.934], [0.024, -1.234, 3.739], [0.073, -1.286, 2.397], [0.011, 0.205, 1.815], [-0.434, 0.853, 2.871], [-2.118, 1.509, 7.324], [-2.060, 0.947, 4.975], [1.900, -0.622, 5.305], [2.038, -0.174, 7.669], [0.130, -2.056, 4.541], [0.115, -2.369, 2.190], [-0.782, 1.915, 2.987]],
  "lowdin_charge": [-0.2160, -0.0080, -0.0093, -0.0086, -0.0821, 0.1494, 0.1129, 0.1133, 0.1497, 0.1136, 0.1145, 0.1496, 0.1142, 0.1129, -0.1918, -0.1820, -0.1608, 0.1021, -0.1922, -0.0767, 0.1196, 0.0992, 0.1198, 0.0944, -0.1099, -0.1816, -0.0974, 0.0887, -0.1768, -0.1442, 0.1139, 0.1135, 0.1272, 0.1101, 1.3724, 0.1904, -0.1862, -0.1881, -0.0002, 0.0239, -0.2789, -0.0020, 0.0336, -0.0772, -0.0115, -0.1494, -0.0562, -0.1147, 0.1392, 0.1329, 0.1324, 0.1399, 0.1989, 0.1331, 0.1863],
  "e_lumo_ev": [-7.72, -7.70],
  "max_force_ev_per_a": 4.27,
  "charge": 2,
  "spin_multiplicity": 4
}



Entry 5:
{
  "formula": "C24H26CrGeN2S5",
  "method": "ωB97M-V with the def2-TZVPD basis set",
  "symbols": ["Cr", "S", "C", "C", "C", "C", "C", "C", "S", "C", "C", "C", "C", "C", "C", "C", "S", "C", "C", "C", "C", "C", "C", "S", "N", "H", "H", "H", "H", "H", "H", "H", "H", "H", "H", "H", "H", "H", "H", "H", "S", "C", "N", "C", "Ge", "C", "C", "C", "H", "H", "H", "H", "H", "H", "H", "H", "H", "H", "H"],
  "xyz": [[0.225, 0.200, 0.812], [0.019, 1.292, 2.960], [-0.765, 2.779, 2.535], [-1.627, 3.426, 3.435], [-2.225, 4.626, 3.117], [-1.947, 5.260, 1.911], [-1.082, 4.658, 1.016], [-0.538, 3.418, 1.308], [0.471, 2.619, 0.074], [-0.812, 2.304, -1.196], [-0.501, 1.054, -1.944], [-0.716, 1.041, -3.308], [-0.598, -0.149, -4.010], [-0.276, -1.285, -3.285], [-0.020, -1.199, -1.926], [0.305, -2.430, -1.172], [-1.146, -2.969, -0.152], [-2.481, -2.140, -0.996], [-3.086, -2.835, -2.031], [-4.182, -2.319, -2.693], [-4.688, -1.090, -2.291], [-4.094, -0.398, -1.263], [-2.971, -0.891, -0.584], [-2.359, 0.066, 0.723], [-0.103, -0.037, -1.240], [-1.829, 2.939, 4.377], [-2.919, 5.080, 3.814], [-2.400, 6.213, 1.673], [-0.826, 5.146, 0.085], [-0.876, 3.166, -1.864], [-1.752, 2.181, -0.644], [-1.001, 1.954, -3.810], [-0.784, -0.194, -5.072], [-0.207, -2.246, -3.771], [1.116, -2.255, -0.464], [0.541, -3.255, -1.843], [-2.683, -3.803, -2.297], [-4.642, -2.875, -3.497], [-5.555, -0.675, -2.786], [-4.497, 0.550, -0.938], [0.202, -3.226, 3.811], [0.254, -2.167, 2.635], [0.331, -1.392, 1.752], [5.402, -0.313, 0.956], [3.591, -1.171, 1.165], [3.543, -1.787, 3.057], [3.669, -2.855, 0.076], [2.330, 0.215, 0.546], [6.205, -1.006, 1.183], [5.488, 0.533, 1.631], [5.547, 0.059, -0.054], [4.561, -1.906, 3.420], [3.045, -2.748, 3.129], [3.021, -1.097, 3.712], [4.582, -3.398, 0.307], [3.659, -2.665, -0.994], [2.836, -3.510, 0.315], [2.598, 0.398, -0.506], [2.647, 1.111, 1.097]],
  "lowdin_charge": [0.1522, 0.6437, -0.6913, -0.1141, -0.1010, -0.1118, -0.1224, -0.5297, 0.9815, -0.3765, -0.3225, -0.0177, -0.0329, -0.0161, -0.3157, -0.3523, 0.9581, -0.5501, -0.1359, -0.1119, -0.1076, -0.1357, -0.6737, 0.6800, 0.0239, 0.0975, 0.0964, 0.0901, 0.0999, 0.0840, 0.0543, 0.1126, 0.1058, 0.1163, 0.0344, 0.0789, 0.0945, 0.0888, 0.0937, 0.0894, 0.5671, -0.9800, -0.1754, -0.2412, 0.7877, -0.2274, -0.2302, -0.4246, -0.0033, 0.0035, -0.0008, 0.0048, -0.0220, 0.0139, 0.0058, 0.0048, 0.0024, -0.0104, -0.0318],
  "e_lumo_ev": [2.25, 2.25],
  "max_force_ev_per_a": 1.73,
  "charge": -1,
  "spin_multiplicity": 2,
  "e_above_lowest_kcal_mol": 57.9
}



Entry 6:
{
  "formula": "C24H26CuNO3PSe2",
  "method": "ωB97M-V with the def2-TZVPD basis set",
  "symbols": ["Cu", "O", "C", "C", "C", "O", "C", "Se", "C", "Se", "H", "H", "H", "H", "H", "H", "H", "H", "H", "H", "O", "N", "C", "C", "C", "C", "C", "C", "C", "P", "C", "C", "C", "C", "C", "C", "C", "C", "C", "C", "C", "C", "H", "H", "H", "H", "H", "H", "H", "H", "H", "H", "H", "H", "H", "H", "H", "H"],
  "xyz": [[0.336, 1.229, 0.282], [-2.008, 2.016, -3.589], [-2.146, 3.359, -3.172], [-1.601, 3.679, -1.766], [-2.108, 5.099, -1.456], [-1.580, 5.691, -0.284], [-0.066, 3.706, -1.784], [0.843, 1.974, -1.981], [-2.217, 2.677, -0.780], [-1.502, 2.676, 1.060], [-1.116, 1.723, -3.311], [-3.220, 3.581, -3.203], [-1.653, 4.032, -3.892], [-3.207, 5.068, -1.396], [-1.847, 5.769, -2.284], [-1.529, 4.991, 0.392], [0.294, 4.168, -0.867], [0.240, 4.353, -2.610], [-2.091, 1.671, -1.171], [-3.290, 2.879, -0.727], [1.758, 2.962, 2.145], [1.763, 1.632, 1.786], [2.411, 0.899, 2.590], [2.585, -0.566, 2.452], [3.604, -1.070, 3.271], [3.915, -2.416, 3.316], [3.187, -3.300, 2.536], [2.171, -2.816, 1.732], [1.842, -1.462, 1.658], [0.434, -0.965, 0.552], [0.828, -1.869, -0.986], [2.134, -2.119, -1.396], [2.390, -2.651, -2.652], [1.344, -2.932, -3.517], [0.039, -2.667, -3.124], [-0.215, -2.134, -1.872], [-0.952, -1.941, 1.244], [-1.890, -1.224, 1.982], [-2.961, -1.881, 2.576], [-3.110, -3.249, 2.425], [-2.192, -3.967, 1.666], [-1.122, -3.316, 1.078], [0.994, 3.307, 1.631], [2.894, 1.361, 3.450], [4.163, -0.374, 3.885], [4.714, -2.769, 3.955], [3.401, -4.361, 2.550], [1.613, -3.516, 1.124], [2.965, -1.888, -0.742], [3.413, -2.833, -2.956], [1.544, -3.336, -4.501], [-0.785, -2.855, -3.799], [-1.236, -1.904, -1.592], [-1.794, -0.144, 2.056], [-3.686, -1.310, 3.142], [-3.949, -3.757, 2.883], [-2.317, -5.034, 1.527], [-0.431, -3.877, 0.461]],
  "lowdin_charge": [-0.3367, -0.1168, -0.2540, -0.5853, -0.2525, -0.1084, -0.5590, 0.5616, -0.5319, 0.6054, -0.0308, 0.1208, 0.1177, 0.1163, 0.1219, -0.0280, 0.0304, 0.0584, 0.0318, 0.0603, -0.0549, -0.0809, -0.0851, -0.1727, -0.0535, -0.0853, -0.0804, -0.0993, -0.2514, 1.0443, -0.3629, -0.0883, -0.0868, -0.0964, -0.0817, -0.0940, -0.3364, -0.0854, -0.0809, -0.0990, -0.0919, -0.1018, 0.0225, 0.1280, 0.1050, 0.0996, 0.1009, 0.0932, 0.1060, 0.0984, 0.0956, 0.1016, 0.1148, 0.0458, 0.1027, 0.0956, 0.0969, 0.0969],
  "e_lumo_ev": 2.36,
  "max_force_ev_per_a": 0.31,
  "charge": -1,
  "e_above_lowest_kcal_mol": 5.7
}